Version one
{
  "formula": "C3H10N2S",
  "method": "ωB97M-V/def2-TZVPD",
  "homo_lumo_gap_ev": 9.25,
  "homo_energy_ha": -0.3079,
  "charge": 0,
  "symbols": ["C", "S", "C", "H", "H", "H", "H", "H", "H", "N", "C", "N", "H", "H", "H", "H"],
  "positions_angstrom": [[-0.942, -2.326, 0.752], [-0.930, -4.051, 0.268], [0.695, -4.149, -0.447], [-1.616, -1.757, 0.092], [0.018, -1.816, 0.654], [-1.314, -2.026, 1.725], [0.785, -5.114, -0.938], [0.923, -3.340, -1.138], [1.460, -4.123, 0.335], [0.131, 4.905, 0.434], [-0.085, 3.843, -0.388], [0.840, 3.014, -0.612], [-0.643, 5.527, 0.584], [0.954, 5.188, 0.931], [-1.035, 3.913, -0.920], [0.760, 2.312, -1.332]]
}


Version two
{
  "formula": "C3H10N2S",
  "method": "ωB97M-V/def2-TZVPD",
  "homo_lumo_gap_ev": 3.63,
  "homo_energy_ha": -0.2763,
  "charge": 0,
  "symbols": ["N", "C", "C", "S", "C", "N", "H", "H", "H", "H", "H", "H", "H", "H", "H", "H"],
  "positions_angstrom": [[0.408, 1.012, 0.940], [0.850, -0.240, 1.215], [0.149, -1.371, 1.541], [-2.349, 0.278, -0.264], [1.285, -0.176, -1.805], [2.372, 0.340, -1.050], [-0.586, 1.032, 0.651], [0.927, 1.468, 0.201], [1.940, -0.314, 1.265], [0.746, -2.094, 2.074], [-0.921, -1.304, 1.386], [-3.575, -0.239, 0.009], [1.600, -0.622, -2.741], [1.255, -0.959, -0.964], [0.347, 0.381, -1.897], [3.239, 0.219, -1.583]]
}


Which is the most stable structure? version one is the most stable.


Version one
{
  "formula": "C3H10N2S",
  "method": "ωB97M-V/def2-TZVPD",
  "homo_lumo_gap_ev": 9.89,
  "homo_energy_ha": -0.3273,
  "charge": 0,
  "symbols": ["C", "C", "S", "N", "C", "N", "H", "H", "H", "H", "H", "H", "H", "H", "H", "H"],
  "positions_angstrom": [[-0.110, -0.375, -0.088], [-0.206, 0.163, 1.333], [-1.414, -0.837, 2.368], [0.845, 0.414, -0.848], [0.538, 0.498, -2.284], [1.638, 1.066, -3.013], [-1.145, -0.458, -0.437], [0.293, -1.388, -0.056], [0.679, 0.003, 1.939], [-0.470, 1.217, 1.365], [-0.517, -1.818, 2.464], [0.818, 1.388, -0.558], [-0.378, 1.060, -2.485], [0.373, -0.531, -2.631], [2.525, 1.062, -2.522], [1.497, 1.909, -3.508]]
}


Version two
{
  "formula": "C3H10N2S",
  "method": "ωB97M-V/def2-TZVPD",
  "homo_lumo_gap_ev": 10.11,
  "homo_energy_ha": -0.3446,
  "charge": 0,
  "symbols": ["C", "C", "S", "H", "H", "H", "H", "H", "N", "C", "N", "H", "H", "H", "H", "H"],
  "positions_angstrom": [[0.998, -1.157, 1.859], [1.061, -1.955, 0.548], [0.205, -1.192, -0.913], [0.002, -0.945, 2.249], [1.446, -0.165, 1.785], [1.542, -1.798, 2.554], [0.647, -2.948, 0.720], [2.139, -2.092, 0.410], [-0.950, 1.615, 0.838], [-0.457, 2.077, -0.401], [-1.291, 2.495, -1.261], [-1.062, 0.617, 0.769], [-1.726, 2.169, 1.138], [0.613, 2.031, -0.582], [-0.818, 2.749, -2.128], [-0.785, -2.115, -0.804]]
}


Which is the most stable structure? version one is the most stable.